ORCA calculation (wB97M-V/def2-TZVPD) on C28H42AsCaF6O21 as an isolated structure in a non-equilibrium geometry.

Positions of all 99 atoms, in Å:
1 Ca 3.2540 -2.6104 1.2120
2 As -0.5333 -0.8928 0.3853
3 F -2.1197 -0.0969 0.1852
4 F -1.5146 -2.4319 0.6714
5 F 1.0131 -1.8534 0.5746
6 F 0.4065 0.6600 0.1232
7 F -0.4860 -0.6917 2.1402
8 F -0.5327 -1.1862 -1.3948
9 C -0.1877 -0.1378 -4.7500
10 C -1.5088 0.3298 -4.0667
11 C -1.2547 1.4256 -3.0520
12 O -1.9453 2.5388 -3.5821
13 C -2.6091 2.1588 -4.7344
14 O -3.3398 2.8725 -5.4135
15 O -2.3521 0.8992 -5.0636
16 H 0.3994 0.6093 -5.2841
17 H -0.4543 -0.9728 -5.3980
18 H 0.5466 -0.4280 -3.9986
19 H -2.0261 -0.4646 -3.5287
20 H -0.2183 1.6555 -2.8049
21 H -1.8373 1.1156 -2.1845
22 C 2.3122 1.0967 6.6817
23 C 1.4991 0.5942 5.5300
24 C 1.6841 1.4227 4.2691
25 O 1.8738 0.4795 3.2577
26 C 2.0289 -0.7504 3.8153
27 O 2.0974 -1.7896 3.1862
28 O 2.0034 -0.6528 5.1634
29 H 2.0186 0.5486 7.5769
30 H 2.1674 2.1401 6.9617
31 H 3.3803 0.9932 6.4902
32 H 0.4348 0.5953 5.7651
33 H 2.4578 2.1903 4.2880
34 H 0.7736 1.9948 4.0909
35 C 4.8635 -1.1187 -4.6351
36 C 4.9050 -0.0812 -3.5420
37 C 3.5926 0.6713 -3.4938
38 O 3.1220 0.3669 -2.1635
39 C 3.9003 -0.5131 -1.5333
40 O 3.6891 -0.9065 -0.3900
41 O 4.9248 -0.7951 -2.3087
42 H 4.5332 -0.7057 -5.5882
43 H 3.9665 -1.7257 -4.5121
44 H 5.7996 -1.6577 -4.7810
45 H 5.7616 0.5929 -3.5479
46 H 2.8132 0.2731 -4.1435
47 H 3.6971 1.7431 -3.6619
48 C 1.3193 3.3380 -1.0114
49 C 2.3934 3.6208 0.0554
50 C 2.9344 2.3652 0.7072
51 O 4.3434 2.3919 0.4846
52 C 4.6763 3.5241 -0.1018
53 O 5.7982 3.9954 -0.1981
54 O 3.6131 4.1347 -0.5323
55 H 1.0376 4.2632 -1.5140
56 H 0.4906 2.8616 -0.4875
57 H 1.6166 2.6309 -1.7858
58 H 2.0940 4.2600 0.8859
59 H 2.6952 1.4943 0.0969
60 H 2.5804 2.3335 1.7376
61 C -0.0966 -3.3108 -3.3952
62 C -0.4298 -4.6525 -2.7771
63 C -1.4871 -4.5191 -1.7329
64 O -2.5466 -5.3234 -2.1316
65 C -2.2495 -5.9932 -3.3074
66 O -3.0742 -6.6788 -4.0078
67 O -1.0797 -5.5446 -3.7274
68 H 0.6030 -2.8177 -2.7202
69 H -0.9728 -2.6716 -3.5040
70 H 0.3276 -3.2740 -4.3985
71 H 0.4074 -5.2444 -2.4072
72 H -1.8207 -3.5094 -1.4938
73 H -1.1154 -4.8441 -0.7611
74 C -4.9302 -1.9286 1.0473
75 C -4.9764 -2.4069 2.5147
76 C -3.5806 -2.4195 3.1323
77 O -3.8030 -1.8967 4.4144
78 C -4.9687 -1.2216 4.4274
79 O -5.3792 -0.5952 5.3921
80 O -5.5903 -1.4347 3.2919
81 H -4.4264 -0.9666 0.9529
82 H -5.8920 -1.6166 0.6404
83 H -4.5942 -2.6477 0.3003
84 H -5.4756 -3.3709 2.6122
85 H -2.8022 -1.8752 2.5976
86 H -3.2627 -3.4607 3.0774
87 C -2.4465 1.4912 3.3492
88 C -1.5381 2.3597 2.4523
89 C -2.2233 2.9188 1.2113
90 O -1.9200 4.3072 1.2795
91 C -1.3093 4.6197 2.4406
92 O -0.9425 5.7734 2.7946
93 O -1.1040 3.4708 3.1297
94 H -2.7236 0.5808 2.8177
95 H -3.4587 1.8691 3.4931
96 H -1.9459 1.1609 4.2593
97 H -0.6782 1.7771 2.1220
98 H -3.2848 2.6747 1.1698
99 H -1.8017 2.5025 0.2964

Calculated values
HOMO level	-12.5	eV
orbital gap	6.5	eV
total charge	+1
multiplicity	1

***

ORCA calculation (wB97M-V/def2-TZVPD) on C28H42AsFNORuSi2 as an isolated structure in a non-equilibrium geometry.

Positions of all 77 atoms, in Å:
1 Ru -0.2030 -0.7781 -0.2973
2 N 1.5804 0.7500 -1.0897
3 C 1.4526 2.1500 -0.8185
4 C 2.4915 2.8236 -0.1878
5 C 2.4457 4.1981 -0.0210
6 C 1.3701 4.9154 -0.5208
7 C 0.3102 4.2405 -1.1061
8 C 0.3207 2.8534 -1.2482
9 C -0.8615 2.1637 -1.8199
10 C -1.3285 2.4494 -3.0966
11 C -2.4778 1.8566 -3.5989
12 C -3.2243 1.0063 -2.7918
13 C -2.8044 0.7382 -1.5041
14 C -1.5968 1.2662 -0.9986
15 H 2.4716 0.4108 -0.7471
16 H 1.5317 0.5937 -2.0923
17 H 3.3666 2.2762 0.1453
18 H 3.2612 4.7033 0.4788
19 H 1.3589 5.9951 -0.4541
20 H -0.5444 4.7969 -1.4709
21 H -0.7743 3.1494 -3.7105
22 H -2.8142 2.0808 -4.6017
23 H -4.1472 0.5771 -3.1594
24 H -3.4050 0.1463 -0.8236
25 F 0.1991 -0.6293 5.8255
26 C 0.1174 -0.6993 4.4850
27 C -0.7615 -1.6007 3.9133
28 C -0.8501 -1.6599 2.5272
29 C -0.0481 -0.8524 1.7312
30 C 0.8134 0.0613 2.3364
31 C 0.9040 0.1428 3.7232
32 H -1.3570 -2.2466 4.5442
33 H -1.5532 -2.3519 2.0788
34 H 1.4418 0.7117 1.7360
35 H 1.5835 0.8343 4.2053
36 C -2.4152 3.6901 1.0322
37 As -1.0321 2.7222 2.0059
38 C -0.3495 4.1332 3.2097
39 C -2.2181 1.7749 3.2210
40 O -1.2350 0.9845 0.2481
41 H -2.9919 4.2730 1.7496
42 H -3.0675 2.9651 0.5480
43 H -2.0050 4.3523 0.2744
44 H -1.2057 4.5311 3.7540
45 H 0.1320 4.9284 2.6443
46 H 0.3713 3.7231 3.9141
47 H -2.9073 2.5019 3.6506
48 H -1.6629 1.2850 4.0175
49 H -2.7795 1.0246 2.6680
50 C 3.1234 -2.3672 -1.8357
51 Si 2.3001 -3.1353 -0.3090
52 C 2.5755 -5.0010 -0.3738
53 C 3.0038 -2.4643 1.3117
54 C 0.4428 -2.7551 -0.2875
55 Si -0.6195 -3.0927 -1.8356
56 C -0.3399 -4.7790 -2.6288
57 C -2.4312 -2.9653 -1.2697
58 C -0.2869 -1.7232 -3.1267
59 H 4.1929 -2.2276 -1.6693
60 H 2.6954 -1.4015 -2.1077
61 H 3.0117 -3.0276 -2.6973
62 H 3.6439 -5.2186 -0.3118
63 H 2.2021 -5.4390 -1.2994
64 H 2.0841 -5.5100 0.4567
65 H 4.0707 -2.6794 1.3989
66 H 2.4991 -2.9396 2.1552
67 H 2.8602 -1.3886 1.4140
68 H 0.0317 -3.3286 0.5490
69 H -0.6090 -5.5773 -1.9359
70 H 0.7028 -4.9188 -2.9155
71 H -0.9533 -4.8891 -3.5248
72 H -2.5371 -3.2767 -0.2288
73 H -3.0806 -3.6023 -1.8733
74 H -2.7985 -1.9432 -1.3606
75 H 0.7004 -1.8324 -3.5775
76 H -0.3599 -0.7099 -2.6991
77 H -1.0271 -1.7692 -3.9264

Calculated values
HOMO level (spin up / spin down)	-10.7 / -11.0	eV
orbital gap (spin up / spin down)	8.6 / 5.7	eV
total charge	+1
<S²>	6.027
multiplicity	5

***

ORCA calculation (wB97M-V/def2-TZVPD) on C28H42CaO23Pt as an isolated structure in a non-equilibrium geometry.

Positions of all 95 atoms, in Å:
1 Ca 1.2843 -4.2750 -0.7107
2 Pt 0.0858 -0.5228 -0.8787
3 C -0.9213 -2.8164 2.9142
4 C -0.0617 -2.6648 1.6845
5 O 0.8064 -3.5036 1.4697
6 O -0.0823 -1.6628 1.0432
7 H -0.4591 -2.6015 3.8776
8 H -1.2643 -3.8394 2.7600
9 H -1.8635 -2.2784 2.8092
10 C 3.6153 -0.9195 -2.3474
11 C 2.8624 -2.0793 -1.7087
12 O 1.6836 -1.9693 -1.5528
13 O 3.4630 -3.1715 -1.4525
14 H 4.6216 -0.8510 -1.9342
15 H 3.1374 0.0310 -2.1103
16 H 3.5701 -0.9447 -3.4362
17 C -2.2846 -3.5474 -3.3724
18 C -1.5972 -3.0380 -2.1591
19 O -1.0681 -3.8179 -1.3217
20 O -1.1141 -1.8479 -2.2129
21 H -3.2593 -3.0696 -3.4713
22 H -2.5587 -4.6006 -3.3125
23 H -1.5608 -3.4726 -4.1840
24 C 0.9623 3.6070 -1.3467
25 C 0.7190 2.0457 -1.3152
26 O 0.2885 1.3352 -2.2071
27 O 0.9930 1.4655 -0.3145
28 H 1.6094 3.9864 -0.5558
29 H -0.0661 3.9679 -1.3358
30 H 1.3379 3.9900 -2.2956
31 C -1.9442 1.2766 2.7782
32 C -2.3132 2.7761 2.3702
33 C -1.8406 3.2551 0.9765
34 O -2.9909 3.9080 0.4578
35 C -4.0439 3.5871 1.1415
36 O -5.1558 4.1069 0.9305
37 O -3.7339 2.8475 2.1089
38 H -2.7524 0.8250 3.3535
39 H -1.0320 1.0570 3.3329
40 H -1.9600 0.7317 1.8343
41 H -2.1246 3.4482 3.2074
42 H -1.5983 2.4479 0.2852
43 H -0.9465 3.8229 1.2340
44 C 4.2474 2.5024 3.1725
45 C 3.1810 3.0902 2.2521
46 C 1.7578 2.9294 2.8287
47 O 1.3283 4.2506 2.7282
48 C 2.2514 5.1099 2.3867
49 O 2.1039 6.3300 2.1708
50 O 3.3772 4.4702 2.1701
51 H 4.0687 1.5411 3.6542
52 H 4.6527 3.2948 3.8017
53 H 5.1479 2.2762 2.6015
54 H 3.2052 2.5617 1.2990
55 H 1.7288 2.5577 3.8530
56 H 1.2981 2.3423 2.0336
57 C -6.6021 1.3780 -0.0795
58 C -5.6892 0.1415 -0.1031
59 C -5.5480 -0.6225 -1.4668
60 O -4.2368 -0.2982 -1.9709
61 C -3.4970 0.1739 -0.9593
62 O -2.2434 0.3142 -0.8432
63 O -4.3231 0.5728 0.0225
64 H -7.6215 1.0416 -0.2684
65 H -6.4564 2.0917 -0.8904
66 H -6.6160 1.9997 0.8157
67 H -5.9646 -0.4817 0.7477
68 H -6.2223 -0.1718 -2.1950
69 H -5.7943 -1.6842 -1.4816
70 C -1.1463 -0.8860 -7.1329
71 C -0.2497 -0.1856 -6.1027
72 C 0.0461 -1.1355 -4.9816
73 O 1.4741 -1.2335 -4.9907
74 C 2.0302 -0.5923 -5.9269
75 O 3.1957 -0.5888 -6.2846
76 O 1.0626 -0.0396 -6.6074
77 H -1.5030 -0.4715 -8.0758
78 H -2.0791 -1.3149 -6.7669
79 H -0.7127 -1.8181 -7.4951
80 H -0.8039 0.6638 -5.7035
81 H -0.4596 -2.0994 -5.0393
82 H -0.2532 -0.5939 -4.0843
83 C 4.1416 -4.3111 4.2727
84 C 4.2388 -2.8026 4.1127
85 C 2.9026 -1.8997 4.1893
86 O 3.3118 -0.8177 4.9040
87 C 4.5429 -1.0291 5.3762
88 O 5.0965 -0.2172 6.0762
89 O 5.0317 -2.2539 5.0598
90 H 3.6059 -4.8503 3.4915
91 H 4.0050 -4.7647 5.2544
92 H 5.1420 -4.7105 4.1056
93 H 4.6183 -2.5239 3.1296
94 H 2.1938 -2.5081 4.7510
95 H 2.5912 -1.7517 3.1553

Calculated values
HOMO level (spin up / spin down)	-8.5 / -9.6	eV
orbital gap (spin up / spin down)	7.0 / 8.1	eV
total charge	0
<S²>	2.003
multiplicity	3